Record 1
Below is a cluster of 2 separate species, C2H8N2O2 in total, with properties calculated with ωB97M-V with the def2-TZVPD basis set.

Last column: Löwdin charge in e.
Atoms and positions in Å:
N1 -1.871 -0.035 1.574  -0.001
C1 -1.402 -0.201 0.216  -0.219
C2 -0.138 0.617 -0.021  -0.552
N2 -0.311 1.938 -0.256  0.164
O1 0.951 0.073 -0.059  0.041
H1 -2.639 -0.641 1.826  0.066
H2 -1.141 -0.166 2.264  0.076
H3 -1.105 -1.224 0.010  0.107
H4 -2.165 0.078 -0.512  0.113
H5 -1.227 2.352 -0.201  0.103
H6 0.487 2.552 -0.280  0.109
H7 3.712 -1.038 -1.344  0.030
H8 3.084 -2.303 -1.918  0.034
O2 3.765 -2.002 -1.299  -0.071

Properties
SMILES string: NCC(N)=O.O
Frontier orbital gap in eV: 10.41
HOMO in eV: -9.595
Multiplicity: 1


Record 2
Below is a structure of composition H7O3 at a distorted geometry, with properties calculated with ωB97M-V with the def2-TZVPD basis set.

Last column: Löwdin charge in e.
Atoms and positions in Å:
O1 1.485 1.294 0.753  0.139
H1 2.439 1.428 0.492  0.184
H2 1.466 1.366 1.744  0.180
O2 -1.974 -0.541 -0.707  0.284
H3 -2.431 0.320 -0.587  0.198
H4 -2.465 -1.238 -1.233  0.220
O3 0.348 -0.747 0.060  0.362
H5 -0.710 -0.733 -0.333  0.105
H6 0.865 -1.360 -0.534  0.225
H7 0.978 0.211 0.346  0.102

Properties
Charge: +2
Frontier orbital gap (alpha / beta) in eV: 14.80 / 5.64
HOMO (alpha / beta) in eV: -23.831 / -23.673
Multiplicity: 2


Record 3
Below is a cluster of 2 separate species, C4H6N2O in total, with properties calculated with ωB97M-V with the def2-TZVPD basis set.

Last column: Löwdin charge in e.
Atoms and positions in Å:
C1 0.090 -1.771 0.320  -0.049
O1 1.442 -1.408 -0.018  -0.099
C2 1.578 -0.419 -0.871  -0.128
N1 0.753 0.162 -1.564  -0.090
N2 0.134 1.102 -2.105  0.065
C3 -0.673 1.962 0.802  -0.018
C4 -0.871 1.789 1.977  -0.008
H1 0.166 -2.592 1.033  0.093
H2 -0.421 -0.912 0.767  0.070
H3 -0.436 -2.100 -0.584  0.095
H4 -0.061 0.837 -3.077  0.070
H5 -0.501 2.094 -0.253  -0.014
H6 -1.043 1.655 3.023  0.014

Properties
Frontier orbital gap in eV: 9.29
HOMO in eV: -9.083
Multiplicity: 1


Record 4
Below is a cluster of 2 separate species, C18H28N4O7 in total at a distorted geometry, with properties calculated with ωB97M-V with the def2-TZVPD basis set.

Last column: Löwdin charge in e.
Atoms and positions in Å:
O1 2.173 2.671 -6.454  0.099
O2 -0.033 -5.142 0.064  0.040
O3 2.877 4.309 -1.967  0.054
O4 1.204 -0.536 1.972  0.051
O5 1.972 -4.622 4.417  0.056
N1 1.439 1.531 -3.174  0.175
O6 3.543 1.481 -5.103  0.116
O7 0.681 1.973 0.674  -0.074
C1 2.351 2.069 -5.403  -0.404
C2 -0.158 -4.765 1.217  -0.543
C3 2.346 3.313 -1.489  -0.210
C4 0.049 -0.856 2.190  -0.562
C5 0.881 -4.102 4.240  -0.456
C6 1.247 2.007 -4.388  -0.120
C7 -0.735 3.061 -5.609  0.130
C8 -0.144 2.457 -4.512  -0.193
N2 -0.925 -0.170 1.645  0.194
N3 -0.061 -4.353 5.162  0.032
N4 0.650 -3.818 1.695  0.132
C9 -1.253 -5.371 2.069  0.016
C10 -1.419 -3.838 5.334  -0.070
C11 -1.046 3.500 0.282  -0.034
C12 -1.984 3.075 -2.863  -0.054
C13 0.334 1.911 -2.269  -0.210
C14 0.427 3.216 0.030  -0.375
C15 -0.861 2.096 -3.245  -0.262
C16 0.816 3.174 -1.465  -0.163
C17 -0.303 -2.007 3.114  -0.062
C18 0.708 -3.166 3.015  -0.181
H1 4.123 1.661 -5.859  0.127
H2 1.629 1.750 0.745  0.114
H3 2.967 2.525 -1.075  0.129
H4 -0.189 3.290 -6.519  0.060
H5 -1.784 3.336 -5.625  0.058
H6 -0.615 0.647 1.128  0.079
H7 -1.887 -0.390 1.808  0.110
H8 0.267 -4.985 5.878  0.144
H9 1.343 -3.513 1.028  0.159
H10 -0.814 -5.860 2.935  0.083
H11 -1.956 -4.599 2.360  0.063
H12 -1.778 -6.118 1.474  0.089
H13 -1.980 -3.882 4.404  0.056
H14 -1.388 -2.812 5.702  0.078
H15 -1.943 -4.448 6.073  0.091
H16 -1.207 3.704 1.345  0.089
H17 -1.656 2.635 0.012  0.071
H18 -1.376 4.374 -0.286  0.087
H19 -2.747 3.101 -3.646  0.074
H20 -2.485 2.744 -1.953  0.064
H21 -1.608 4.091 -2.725  0.082
H22 0.117 1.088 -1.578  0.146
H23 1.001 4.013 0.521  0.153
H24 -1.324 1.113 -3.387  0.154
H25 0.428 4.070 -1.953  0.144
H26 -1.305 -2.361 2.880  0.101
H27 -0.290 -1.600 4.122  0.126
H28 1.681 -2.671 3.016  0.147

Properties
SMILES string: C=C1C(C(=O)O)=N[C@@H]([C@H](C=O)[C@@H](C)O)[C@H]1C.CNC(=O)[C@H](CC(N)=O)NC(C)=O
Frontier orbital gap in eV: 8.90
HOMO in eV: -9.357
Multiplicity: 1


The evaluated E for the records listed, in turn: -341.006067; -228.998105; -340.553428; -1448.397994 Ha.
The evaluated ΔE to the lowest compared entry with this formula, charge and spin for the records listed, in turn: 15.3; 8.8; 151.5; 17.9 kcal per mole.